#w
This record from the OMol25 dataset describes a 11-piece molecular cluster, C44H66O33 overall. The level of theory is wB97M-V/def2-TZVPD.

## Properties
net charge: 0
spin multiplicity: 1
SMILES: C[C@H]1COC(=O)O1.C[C@H]1COC(=O)O1.C[C@H]1COC(=O)O1.C[C@H]1COC(=O)O1.C[C@H]1COC(=O)O1.C[C@H]1COC(=O)O1.C[C@H]1COC(=O)O1.C[C@H]1COC(=O)O1.C[C@H]1COC(=O)O1.C[C@H]1COC(=O)O1.C[C@H]1COC(=O)O1
E_HOMO: -10.5 eV

Last column: Mulliken charge in e.
Geometry (Å):
1 C -22.4818 -13.3418 16.5365  -1.209
2 C -21.0327 -13.5161 16.1935  0.459
3 C -20.7516 -14.6144 15.1563  0.401
4 O -19.8515 -14.0009 14.2477  -0.303
5 C -19.8705 -12.6582 14.4123  0.633
6 O -19.3381 -11.8841 13.6926  -0.545
7 O -20.5680 -12.3305 15.5226  -0.413
8 H -23.1133 -13.2936 15.6451  0.096
9 H -22.6731 -12.4150 17.0770  0.421
10 H -22.8296 -14.1754 17.1534  0.420
11 H -20.4201 -13.6549 17.0867  0.231
12 H -21.6807 -14.9290 14.6778  -0.554
13 H -20.2784 -15.5036 15.5699  0.385
14 C -15.9785 -18.2655 11.0661  -1.575
15 C -17.4195 -18.6519 10.8424  0.585
16 C -18.0301 -19.5447 11.9212  -0.633
17 O -19.3536 -19.0182 12.0836  -0.252
18 C -19.3353 -17.7173 11.6783  0.462
19 O -20.2073 -16.9334 11.8823  -0.374
20 O -18.2382 -17.4620 10.9625  -0.294
21 H -15.3249 -19.0852 10.7521  0.407
22 H -15.7483 -17.9808 12.0897  0.377
23 H -15.7140 -17.4472 10.3954  0.365
24 H -17.5509 -19.0606 9.8395  0.270
25 H -17.4768 -19.4551 12.8583  0.341
26 H -18.0965 -20.5940 11.6457  0.324
27 C -30.2294 -7.9135 14.2955  -1.435
28 C -29.1602 -8.5857 15.1018  0.395
29 C -29.6294 -9.7990 15.9305  -0.617
30 O -28.6287 -10.7850 15.6721  0.009
31 C -27.8856 -10.4182 14.5964  0.475
32 O -27.1034 -11.1349 14.0661  -0.416
33 O -28.1223 -9.1361 14.2626  -0.407
34 H -30.6806 -8.6047 13.5811  0.320
35 H -29.8688 -7.0458 13.7462  0.364
36 H -31.0211 -7.5651 14.9640  0.377
37 H -28.6565 -7.8809 15.7684  0.272
38 H -30.5935 -10.1707 15.5817  0.346
39 H -29.6333 -9.5286 16.9823  0.322
40 C -28.7828 -13.8965 10.0902  -1.642
41 C -29.2258 -14.1912 11.4912  0.952
42 C -28.4491 -13.3603 12.5348  -0.182
43 O -29.4442 -12.9242 13.4419  -0.083
44 C -30.6672 -13.1148 12.9051  0.454
45 O -31.6886 -12.7815 13.4127  -0.553
46 O -30.5718 -13.7283 11.7052  -0.396
47 H -29.3536 -14.4187 9.3220  0.406
48 H -27.7193 -14.1178 9.9901  0.332
49 H -28.9312 -12.8337 9.8845  0.398
50 H -29.1676 -15.2496 11.7585  0.191
51 H -27.9778 -12.5282 12.0073  0.167
52 H -27.6588 -13.9287 13.0154  -0.074
53 C -27.6253 -19.4729 12.6335  -1.408
54 C -27.5125 -20.6046 11.6585  0.705
55 C -28.8502 -21.1283 11.1045  -0.544
56 O -28.5791 -21.3663 9.7318  -0.387
57 C -27.4632 -20.6919 9.3728  0.371
58 O -27.0869 -20.5456 8.2580  -0.479
59 O -26.8400 -20.1968 10.4645  0.065
60 H -26.6549 -19.2739 13.0980  0.179
61 H -28.3077 -19.6907 13.4556  0.494
62 H -27.9504 -18.5483 12.1543  0.253
63 H -26.9947 -21.4666 12.0900  0.158
64 H -29.6493 -20.3881 11.2254  0.276
65 H -29.1817 -22.0340 11.6073  0.339
66 C -22.2988 -19.5770 12.5943  -0.725
67 C -22.2466 -21.0054 12.1172  0.532
68 C -22.9028 -22.0837 12.9883  -0.502
69 O -23.8659 -22.7025 12.1379  -0.398
70 C -23.9266 -22.0530 10.9489  0.454
71 O -24.7662 -22.1881 10.1250  -0.499
72 O -22.9519 -21.1263 10.8773  -0.035
73 H -23.3163 -19.3162 12.9119  0.518
74 H -21.9930 -18.8857 11.8138  -0.406
75 H -21.6590 -19.4324 13.4642  0.491
76 H -21.2009 -21.2397 11.8919  -0.009
77 H -23.4457 -21.6393 13.8273  0.262
78 H -22.1643 -22.7660 13.4031  0.341
79 C -25.1433 -16.8665 10.9828  -0.563
80 C -24.6488 -16.3625 12.3247  1.032
81 C -23.1807 -15.9059 12.3407  0.630
82 O -23.2557 -14.5501 12.8243  -0.328
83 C -24.5293 -14.1871 13.0305  0.157
84 O -24.8838 -13.1899 13.5632  -0.370
85 O -25.3786 -15.1593 12.6014  -0.153
86 H -25.0968 -16.0628 10.2424  0.272
87 H -26.1924 -17.1650 11.0491  0.099
88 H -24.6160 -17.7189 10.5618  -0.546
89 H -24.8609 -17.1227 13.0802  -0.043
90 H -22.7378 -15.8671 11.3459  -0.402
91 H -22.5343 -16.4773 13.0003  0.085
92 C -21.5794 -13.0044 10.1571  -1.093
93 C -21.4775 -12.9384 8.6618  0.651
94 C -22.5464 -13.6670 7.8586  0.334
95 O -22.9148 -12.7436 6.8393  -0.413
96 C -22.4233 -11.5081 7.1425  0.543
97 O -22.6526 -10.5382 6.4997  -0.549
98 O -21.6595 -11.5622 8.2436  -0.425
99 H -21.3483 -14.0401 10.4263  0.048
100 H -22.5512 -12.7033 10.5375  0.347
101 H -20.7713 -12.3937 10.5563  0.410
102 H -20.4905 -13.2539 8.3195  0.253
103 H -23.3899 -13.9782 8.4839  -0.083
104 H -22.1470 -14.5460 7.3578  -0.052
105 C -23.6280 -19.4941 7.9127  -1.702
106 C -22.5771 -18.9126 8.8473  2.212
107 C -21.2105 -19.6177 8.8478  0.460
108 O -20.3232 -18.5851 8.3560  -0.407
109 C -20.9654 -17.4080 8.2655  0.306
110 O -20.4665 -16.3715 7.9881  -0.530
111 O -22.2804 -17.5538 8.5587  0.082
112 H -23.3877 -19.3748 6.8516  0.496
113 H -24.5526 -18.9401 8.0817  -0.025
114 H -23.7793 -20.5543 8.1033  0.358
115 H -23.0557 -18.9918 9.8207  -1.371
116 H -21.1907 -20.4761 8.1840  0.351
117 H -20.8646 -19.8438 9.8549  -0.196
118 C -26.0050 -16.5363 6.6926  -1.324
119 C -26.3746 -17.7637 5.9050  1.393
120 C -27.8706 -17.9783 5.5992  -0.325
121 O -27.9308 -18.0918 4.1769  -0.350
122 C -26.6875 -18.0409 3.6517  0.579
123 O -26.4294 -18.1984 2.5071  -0.538
124 O -25.7695 -17.7722 4.6113  -0.399
125 H -26.6127 -16.4491 7.5920  0.385
126 H -26.2060 -15.6433 6.0915  0.467
127 H -24.9405 -16.5495 6.9258  0.090
128 H -26.0633 -18.6547 6.4573  -0.435
129 H -28.4983 -17.1633 5.9597  0.270
130 H -28.1999 -18.9330 6.0061  0.245
131 C -26.6062 -13.8449 16.2217  -0.625
132 C -27.6314 -13.4883 17.2720  0.574
133 C -29.0910 -13.5756 16.8328  0.407
134 O -29.5080 -14.8303 17.3788  -0.388
135 C -28.6662 -15.1839 18.3754  0.550
136 O -28.8351 -16.0958 19.1156  -0.545
137 O -27.5940 -14.3566 18.4057  -0.457
138 H -26.7039 -14.8852 15.8852  0.283
139 H -25.6056 -13.7431 16.6451  0.108
140 H -26.6750 -13.2026 15.3464  0.020
141 H -27.3988 -12.4667 17.5810  0.267
142 H -29.1876 -13.5986 15.7483  -0.279
143 H -29.7163 -12.7537 17.1790  0.107

=====

#x
This record from the OMol25 dataset describes a 11-piece molecular cluster, C44H66O33 overall. The level of theory is wB97M-V/def2-TZVPD.

## Properties
net charge: 0
spin multiplicity: 1
SMILES: C[C@H]1COC(=O)O1.C[C@H]1COC(=O)O1.C[C@H]1COC(=O)O1.C[C@H]1COC(=O)O1.C[C@H]1COC(=O)O1.C[C@H]1COC(=O)O1.C[C@H]1COC(=O)O1.C[C@H]1COC(=O)O1.C[C@H]1COC(=O)O1.C[C@H]1COC(=O)O1.C[C@H]1COC(=O)O1
E_HOMO: -10.1 eV

Last column: Mulliken charge in e.
Geometry (Å):
1 C 1.1979 0.0947 -0.8011  -1.004
2 C -0.1377 0.8180 -0.8261  1.027
3 C -0.4227 1.7416 -2.0182  -0.226
4 O -1.8215 1.5750 -2.1683  -0.376
5 C -2.2428 0.5374 -1.4342  -0.026
6 O -3.3060 0.0180 -1.5492  -0.400
7 O -1.2295 -0.0925 -0.7408  0.479
8 H 1.9976 0.8075 -0.5915  0.455
9 H 1.4187 -0.4007 -1.7450  0.290
10 H 1.1068 -0.5970 0.0382  -0.017
11 H -0.0519 1.4970 0.0308  -0.714
12 H 0.2017 1.3167 -2.8143  0.208
13 H -0.0249 2.7211 -1.7825  0.259
14 C -1.2740 6.1840 -2.1482  -1.244
15 C -1.4460 6.9530 -0.8503  1.128
16 C -1.2767 8.4894 -0.9704  -0.168
17 O -2.4600 9.0334 -0.4087  -0.358
18 C -3.3835 8.0703 -0.2885  0.588
19 O -4.5055 8.2777 0.0349  -0.559
20 O -2.8297 6.8580 -0.4034  -0.417
21 H -1.8842 5.2872 -2.0938  0.336
22 H -0.2331 5.8393 -2.2138  0.191
23 H -1.2721 6.8276 -3.0289  0.386
24 H -0.8728 6.4767 -0.0618  -0.242
25 H -1.1889 8.8089 -2.0094  0.259
26 H -0.3887 8.8186 -0.4336  0.141
27 C -6.3407 -1.3904 -1.6955  -0.815
28 C -6.4060 -1.0761 -3.1726  0.480
29 C -6.4997 -2.2277 -4.2073  -0.273
30 O -7.5851 -1.8081 -5.0422  -0.393
31 C -8.1671 -0.6985 -4.5802  0.518
32 O -9.1026 -0.1380 -5.0497  -0.544
33 O -7.6170 -0.3431 -3.3927  -0.420
34 H -6.7127 -0.5585 -1.1054  0.456
35 H -5.3024 -1.6544 -1.4839  -0.182
36 H -6.9108 -2.2800 -1.4110  0.464
37 H -5.5004 -0.5456 -3.4861  0.205
38 H -6.6941 -3.1903 -3.7289  0.289
39 H -5.6189 -2.3714 -4.8291  0.201
40 C -4.3054 -1.4203 1.5847  -1.228
41 C -4.5430 -2.9347 1.5429  0.883
42 C -3.3126 -3.8492 1.3693  0.227
43 O -3.1713 -4.4347 2.6569  -0.355
44 C -4.2054 -4.1150 3.4493  0.537
45 O -4.3282 -4.5027 4.5657  -0.578
46 O -5.0673 -3.2909 2.8224  -0.412
47 H -3.8353 -1.0616 2.5018  0.387
48 H -5.2868 -0.9426 1.5203  0.411
49 H -3.7743 -1.0103 0.7238  -0.002
50 H -5.1369 -3.0257 0.6330  -0.019
51 H -2.3909 -3.3561 1.0746  -0.128
52 H -3.6609 -4.5605 0.6192  0.263
53 C -0.5145 1.2149 3.4808  -0.562
54 C -0.8114 2.6912 3.6846  0.242
55 C 0.5013 3.5095 3.5326  0.150
56 O 0.4160 3.9979 2.1867  -0.001
57 C -0.8353 3.8597 1.7126  0.368
58 O -1.2363 4.3896 0.7227  -0.460
59 O -1.5882 3.2126 2.5852  -0.374
60 H -0.1939 0.8396 4.4538  0.348
61 H 0.2228 1.0247 2.7042  -0.112
62 H -1.4339 0.6867 3.2258  0.117
63 H -1.4145 2.8375 4.5750  0.388
64 H 1.3813 2.8819 3.5957  -0.271
65 H 0.5834 4.3462 4.2264  0.235
66 C 3.8439 -3.9655 -5.4002  -1.381
67 C 3.9336 -3.6808 -3.9115  0.469
68 C 5.3210 -3.1734 -3.5005  -0.424
69 O 5.1740 -1.7671 -3.5635  -0.344
70 C 3.8698 -1.4819 -3.4357  0.515
71 O 3.4494 -0.4321 -3.0965  -0.493
72 O 3.0919 -2.6050 -3.4643  -0.107
73 H 2.7784 -3.9955 -5.6562  0.266
74 H 4.1733 -4.9925 -5.5504  0.435
75 H 4.2574 -3.2368 -6.0925  0.334
76 H 3.8637 -4.6017 -3.3333  0.278
77 H 6.1312 -3.5232 -4.1374  0.401
78 H 5.5637 -3.5465 -2.5004  0.153
79 C 5.1113 -0.0737 1.1534  -0.997
80 C 5.2245 0.6954 2.4419  0.644
81 C 4.6806 2.1423 2.4642  -0.620
82 O 3.4594 2.1050 3.2225  -0.296
83 C 3.4472 0.9305 3.9103  0.599
84 O 2.6567 0.6196 4.7334  -0.552
85 O 4.2971 0.0722 3.3463  -0.371
86 H 5.8885 0.1535 0.4234  0.457
87 H 4.1362 0.0158 0.6738  -0.082
88 H 5.2467 -1.1254 1.4227  0.334
89 H 6.2323 0.6878 2.8556  0.277
90 H 4.5540 2.5538 1.4629  0.285
91 H 5.2897 2.8706 3.0029  0.266
92 C 5.1351 7.0364 1.5696  -1.455
93 C 3.6088 7.0935 1.5901  0.403
94 C 3.0574 8.1239 0.5951  -0.536
95 O 2.2032 7.3570 -0.2514  -0.368
96 C 2.2720 6.0372 0.0623  0.493
97 O 1.6773 5.2109 -0.5361  -0.356
98 O 3.1149 5.8508 1.1015  -0.179
99 H 5.5717 7.9836 1.8912  0.397
100 H 5.4697 6.7831 0.5683  0.374
101 H 5.3907 6.3442 2.3739  0.332
102 H 3.2630 7.3842 2.5819  0.285
103 H 3.8301 8.4898 -0.0860  0.303
104 H 2.5524 8.9558 1.0803  0.315
105 C -0.8783 -4.0896 -4.7677  -1.885
106 C -1.4399 -4.2363 -3.3853  1.109
107 C -1.7934 -2.8839 -2.7366  0.050
108 O -3.0812 -3.1380 -2.2006  0.286
109 C -3.6106 -4.2541 -2.6845  0.193
110 O -4.7286 -4.6214 -2.5109  -0.537
111 O -2.6672 -4.9735 -3.3546  -0.471
112 H -0.7833 -5.1420 -5.1250  0.487
113 H 0.1586 -3.7743 -4.8521  0.391
114 H -1.4936 -3.8934 -5.6514  0.397
115 H -0.7159 -4.7744 -2.7688  0.090
116 H -1.7239 -2.0973 -3.5011  0.132
117 H -1.1028 -2.4243 -2.0281  -0.291
118 C 4.2789 -5.4375 0.5097  -1.795
119 C 3.2056 -4.4115 0.7927  0.863
120 C 3.1191 -3.3909 -0.3218  1.251
121 O 1.7121 -3.3593 -0.6899  0.226
122 C 1.0659 -4.3481 -0.0250  0.143
123 O -0.0947 -4.5790 -0.0426  -0.416
124 O 1.9525 -5.1030 0.6757  -0.424
125 H 4.2254 -6.1189 -0.3328  0.356
126 H 4.3170 -6.0938 1.3915  0.477
127 H 5.2718 -4.9804 0.6096  0.434
128 H 3.2868 -3.9707 1.7863  0.280
129 H 3.7001 -3.6168 -1.2121  -1.122
130 H 3.2783 -2.3437 -0.0566  -0.286
131 C -1.2676 -2.9654 6.1395  -1.437
132 C -0.1588 -2.8445 5.0959  0.456
133 C 0.1399 -4.0736 4.2790  -0.533
134 O 0.0867 -3.5757 2.9073  -0.232
135 C -0.2564 -2.2303 2.8922  0.044
136 O -0.3531 -1.5164 1.9545  0.076
137 O -0.5240 -1.8678 4.1661  -0.242
138 H -2.1784 -3.3506 5.6804  0.244
139 H -1.4369 -1.9918 6.5981  0.355
140 H -0.9132 -3.6063 6.9505  0.427
141 H 0.7128 -2.5768 5.7076  0.216
142 H -0.5500 -4.9136 4.2672  0.336
143 H 1.1465 -4.3932 4.5444  0.263

=====

What are the relative energies? In hartree: #w 0.0000; #x 0.1160.